Computed, not measured: a cluster of 9 separate species, C18H32BNO36S7 in total, with wB97M-V/def2-TZVPD.

As for the largest force on an atom: 5.71 eV/Å. For the LUMO energy, the calculation gives -0.1 eV. The value obtained for the energy is -170900.546 eV. Its energy above the lowest of the compared OMol25 structures with the same formula, charge and spin is 142.0 kcal/mol. As for the net charge: 0. As for the HOMO-LUMO gap: 8.830 eV.

Structure (XYZ):
```
95
Properties=species:S:1:pos:R:3:mulliken_charge:R:1
N -0.313 -0.104 -0.385 1.94
H -0.341 -0.952 0.163 -0.67
H -1.298 -0.073 -0.604 0.49
H 0.272 -0.329 -1.177 0.11
H 0.047 0.707 0.097 -0.20
O 0.269 -1.878 1.451 -0.74
C -0.545 -2.566 2.108 0.41
O -0.277 -3.175 3.191 -0.47
B -1.570 -3.684 3.753 1.06
O -2.647 -3.071 2.944 -0.51
C -2.089 -2.532 1.880 0.51
O -2.686 -1.941 0.970 -0.58
O -1.590 -5.196 3.721 -0.48
C -1.790 -5.730 4.955 0.52
O -1.759 -6.872 5.423 -0.59
C -1.998 -4.571 5.863 0.63
O -1.829 -3.413 5.186 -0.48
O -2.439 -4.665 7.023 -0.62
C 5.177 -3.432 -0.418 -0.13
C 5.996 -2.310 -1.024 -0.41
O 5.168 -1.655 -2.007 -0.36
S 3.627 -2.274 -2.158 0.63
O 3.391 -2.661 -3.581 -0.60
O 2.479 -1.562 -1.499 0.21
O 4.180 -3.651 -1.365 -0.34
H 4.621 -3.038 0.432 0.13
H 5.849 -4.217 -0.070 0.35
H 6.717 -2.795 -1.682 0.33
H 6.479 -1.562 -0.396 0.28
C 0.385 -5.488 -1.732 -0.24
C 0.899 -4.931 -3.054 -0.13
O 0.002 -3.948 -3.450 -0.35
S -1.155 -3.533 -2.322 0.93
O -2.438 -4.173 -2.665 -0.60
O -1.131 -2.067 -2.247 -0.28
O -0.335 -4.396 -1.163 -0.23
H 1.218 -5.807 -1.106 0.33
H -0.381 -6.258 -1.830 0.31
H 0.954 -5.590 -3.920 0.30
H 1.935 -4.590 -3.070 -0.06
C -0.666 6.109 -0.872 -0.37
C -1.430 5.692 0.368 -0.31
O -1.111 4.337 0.590 -0.22
S -0.114 3.684 -0.529 0.97
O -0.880 2.894 -1.514 -0.32
O 1.044 3.032 0.109 -0.52
O 0.371 5.138 -1.035 -0.34
H -0.228 7.106 -0.825 0.30
H -1.236 5.997 -1.795 0.27
H -2.517 5.616 0.343 0.23
H -1.259 6.250 1.288 0.27
C -5.275 2.691 -3.027 -0.45
C -4.421 3.801 -2.466 -0.16
O -3.813 3.336 -1.290 -0.17
S -4.366 1.793 -0.835 0.85
O -4.946 1.769 0.502 -0.56
O -3.260 0.850 -1.041 -0.35
O -5.593 1.802 -2.003 -0.35
H -4.739 2.137 -3.798 0.25
H -6.242 2.955 -3.454 0.31
H -5.007 4.701 -2.279 0.27
H -3.645 3.948 -3.217 0.26
C -1.944 1.646 6.102 -0.30
C -2.615 2.620 5.232 -0.44
O -1.895 2.700 4.103 -0.33
S -1.658 1.095 3.550 0.83
O -0.436 0.974 2.735 0.05
O -2.926 0.575 3.026 -0.53
O -1.408 0.657 5.166 -0.35
H -2.594 1.155 6.827 0.29
H -1.115 1.985 6.723 0.25
H -2.685 3.675 5.500 0.30
H -3.656 2.454 4.955 0.32
C 3.576 2.648 2.401 -0.12
C 2.560 1.863 3.155 -0.10
O 2.266 0.564 2.620 -0.16
S 3.180 0.389 1.260 0.93
O 2.473 0.769 -0.025 -0.35
O 3.910 -0.893 1.177 -0.52
O 4.233 1.638 1.698 -0.47
H 4.386 3.094 2.977 0.33
H 3.119 3.401 1.758 0.11
H 1.541 2.221 3.304 -0.01
H 2.769 1.760 4.220 0.32
C 2.452 1.310 -5.726 -0.32
C 1.951 -0.147 -5.964 -0.54
O 1.308 -0.530 -4.814 -0.22
S 0.462 0.783 -4.166 0.83
O 0.580 0.801 -2.701 -0.33
O -0.910 0.920 -4.715 -0.64
O 1.514 1.881 -4.909 -0.36
H 2.494 1.949 -6.609 0.31
H 3.430 1.131 -5.280 0.25
H 2.773 -0.744 -6.357 0.37
H 1.144 0.000 -6.682 0.35
```

Computed, not measured: a cluster of 3 separate species, C18H32IN4O2 in total, with wB97M-V/def2-TZVPD.

As for the largest force on an atom: 4.96 eV/Å. For the LUMO energy, the calculation gives -4.9 eV. The value obtained for the energy is -37331.173 eV. As for the net charge: +1. As for the HOMO-LUMO gap: 5.079 eV.

Structure (XYZ):
```
57
Properties=species:S:1:pos:R:3:mulliken_charge:R:1
N 3.895 -1.851 1.552 -0.52
C 4.260 -0.816 0.622 0.23
N 5.162 -1.193 -0.295 -0.49
N 5.444 -0.178 -1.077 -0.17
I 6.899 -0.627 -2.511 0.36
C 4.954 1.056 -1.090 0.07
C 3.970 1.538 -0.131 -0.65
C 3.607 0.480 0.842 0.59
C 2.588 0.633 2.007 -1.04
C 1.368 1.613 1.689 0.47
C 0.116 0.733 1.298 -0.71
C -0.532 1.134 -0.103 -0.50
N -1.063 -0.129 -0.684 0.25
C -2.085 -0.733 0.039 -0.35
C -2.352 -1.938 -0.733 -0.45
C -1.437 -1.957 -1.902 -0.77
C -0.621 -0.761 -1.818 -0.19
H 2.956 -2.201 1.343 0.27
H 4.512 -2.661 1.414 0.34
H 5.310 1.765 -1.868 0.42
H 3.552 2.560 -0.126 0.43
H 2.186 -0.327 2.396 0.48
H 3.143 1.110 2.865 0.40
H 1.119 2.117 2.660 0.50
H 1.630 2.400 0.946 -0.55
H 0.461 -0.327 1.152 0.37
H -0.683 0.697 2.073 0.25
H 0.233 1.530 -0.819 0.20
H -1.342 1.898 0.011 0.20
H -2.564 -0.390 0.970 0.31
H -3.103 -2.711 -0.461 0.52
H -1.337 -2.723 -2.692 0.36
H 0.189 -0.369 -2.455 0.33
C -4.670 -6.607 0.500 -1.29
C -5.318 -5.312 0.038 0.43
C -6.581 -5.581 -0.765 -1.31
O -4.393 -4.574 -0.763 -0.48
H -4.379 -7.223 -0.357 0.33
H -3.759 -6.400 1.065 0.32
H -5.348 -7.186 1.130 0.39
H -5.559 -4.692 0.905 0.26
H -6.355 -6.162 -1.663 0.34
H -7.030 -4.643 -1.099 0.33
H -7.317 -6.128 -0.172 0.38
H -4.172 -5.112 -1.533 0.29
C 1.416 7.029 0.353 -1.46
C 1.136 5.539 0.251 0.59
C 1.614 4.950 -1.063 -1.00
O -0.266 5.318 0.383 -0.55
H 0.894 7.578 -0.437 0.37
H 1.054 7.422 1.304 0.35
H 2.485 7.238 0.273 0.36
H 1.630 5.016 1.075 0.22
H 1.115 5.416 -1.916 0.44
H 1.386 3.880 -1.106 0.04
H 2.693 5.086 -1.179 0.31
H -0.709 5.775 -0.343 0.36
```

Computed, not measured: a structure of composition C18H32LuN6O4Si2, with wB97M-V/def2-TZVPD.

As for the largest force on an atom: 0.76 eV/Å. For the LUMO energy, the calculation gives 2.5 eV. The value obtained for the energy is -85698.772 eV. Its energy above the lowest of the compared OMol25 structures with the same formula, charge and spin is 16.7 kcal/mol. As for the net charge: -1. As for the HOMO-LUMO gap: 6.010 eV.

Structure (XYZ):
```
63
Properties=species:S:1:pos:R:3:mulliken_charge:R:1
Lu -0.871 -0.643 0.488 2.00
N -3.347 -1.488 0.142 -0.52
C -3.403 -2.805 0.805 -0.50
C -2.876 -2.624 2.226 0.41
O -3.506 -3.103 3.179 -0.79
N -1.794 -1.855 2.247 -0.31
C -1.413 -1.316 3.529 -0.79
C -1.037 0.162 3.412 0.57
O -0.525 0.727 4.374 -0.75
O -1.260 0.721 2.252 -0.69
H -3.878 -0.815 0.687 0.25
H -3.764 -1.517 -0.781 0.20
H -2.754 -3.490 0.250 0.22
H -4.404 -3.237 0.858 0.36
H -0.561 -1.843 3.975 0.19
H -2.231 -1.389 4.253 0.46
C 2.003 -1.949 -2.364 -1.63
Si 1.336 -0.457 -1.348 -0.04
C 2.947 0.379 -0.748 -1.29
C 0.781 0.746 -2.760 0.75
C 1.641 0.918 -3.860 -0.42
C 1.353 1.779 -4.904 -0.71
C 0.169 2.509 -4.876 -0.75
C -0.695 2.351 -3.807 -0.53
C -0.426 1.479 -2.737 0.62
Si -1.744 1.358 -1.329 0.30
C -3.341 1.008 -2.328 -1.31
C -1.928 3.172 -0.785 -1.34
H 2.971 -1.718 -2.823 0.39
H 1.320 -2.223 -3.174 0.37
H 2.146 -2.831 -1.731 0.36
H 3.612 0.602 -1.590 0.51
H 3.491 -0.272 -0.053 0.20
H 2.733 1.316 -0.226 0.25
H 2.572 0.360 -3.896 0.18
H 2.044 1.885 -5.734 0.37
H -0.074 3.193 -5.681 0.36
H -1.614 2.931 -3.802 0.12
H -3.531 1.798 -3.064 0.40
H -4.217 0.948 -1.673 0.33
H -3.273 0.060 -2.872 0.25
H -2.254 3.807 -1.618 0.34
H -0.973 3.559 -0.421 0.28
H -2.652 3.274 0.027 0.33
C 3.667 1.185 4.001 -1.11
N 2.850 0.285 3.237 0.19
C 3.100 -1.133 3.100 -0.50
C 1.967 -1.552 2.163 -0.09
O 1.786 -2.678 1.756 -0.70
N 1.224 -0.440 1.853 1.02
C 1.762 0.590 2.502 -0.70
N 1.262 1.829 2.392 -0.29
H 4.016 0.674 4.898 0.35
H 3.089 2.046 4.333 0.39
H 4.534 1.541 3.436 0.30
H 3.007 -1.656 4.054 0.38
H 4.074 -1.351 2.656 0.33
H 0.250 1.793 2.214 0.32
H 1.494 2.461 3.140 0.20
N -1.229 -2.164 -1.610 -0.68
H -2.101 -2.621 -1.850 0.25
H -0.477 -2.839 -1.696 0.18
H -1.047 -1.436 -2.298 0.12
```

Computed, not measured: a structure of composition C18H32N3OPRuSi, with wB97M-V/def2-TZVPD.

The spin multiplicity is 5. As for the largest force on an atom: 5.10 eV/Å. For the LUMO energy (alpha / beta), the calculation gives 0.5 / -1.3 eV. The value obtained for the energy is -45446.676 eV. Its energy above the lowest of the compared OMol25 structures with the same formula, charge and spin is 0.0 kcal/mol. As for the net charge: 0. As for the HOMO-LUMO gap (alpha / beta): 5.816 / 5.835 eV.

Structure (XYZ):
```
57
Properties=species:S:1:pos:R:3:lowdin_spin:R:1
Ru -0.189 0.028 -0.365 2.12
Si 0.229 -1.830 -1.655 0.19
P 0.545 1.226 -2.102 0.05
N -1.830 0.718 -0.284 0.73
H 3.502 1.492 0.054 0.00
C 0.855 3.019 -1.802 0.01
H 1.126 3.561 -2.722 0.00
H 1.670 3.150 -1.081 0.00
H -0.044 3.489 -1.387 0.00
C 2.043 0.815 -3.091 0.01
H 2.192 1.543 -3.901 0.00
H 1.949 -0.180 -3.536 0.00
H 2.928 0.820 -2.445 0.00
C -0.745 1.338 -3.409 0.01
H -0.397 1.921 -4.273 0.00
H -1.636 1.818 -2.988 0.00
H -1.012 0.330 -3.740 0.00
C 1.871 -2.752 -1.729 0.06
H 2.227 -2.965 -0.705 0.00
H 2.626 -2.152 -2.269 0.00
H 1.670 -3.698 -2.274 0.01
H -0.681 -2.705 -0.846 0.04
H -0.235 -1.714 -3.077 0.01
C -3.123 0.522 -0.490 0.08
C -5.409 1.263 -0.134 -0.01
C -4.062 1.412 0.121 0.13
C -3.574 -0.554 -1.320 0.14
C -4.931 -0.696 -1.573 -0.01
C -5.838 0.213 -0.986 0.15
H -6.125 1.957 0.321 0.00
H -3.621 2.187 0.749 0.01
H -2.818 -1.225 -1.738 0.01
H -5.288 -1.506 -2.223 0.00
H -6.908 0.106 -1.187 0.01
C 3.332 0.599 0.598 0.01
O 2.324 -0.207 0.130 0.14
C 3.057 1.033 2.056 0.00
H 3.909 1.549 2.533 0.00
H 2.718 0.250 2.762 0.00
H 2.219 1.740 1.988 0.00
C 4.805 0.202 0.319 0.01
H 5.411 1.113 0.236 0.00
H 4.824 -0.233 -0.670 0.00
H 5.341 -0.440 1.017 0.00
N -0.608 -1.985 5.549 0.00
C -0.442 -1.502 4.301 0.00
C 0.348 -2.198 3.366 0.00
C 0.435 -1.733 2.060 0.02
N -0.242 -0.632 1.653 0.05
C -0.887 0.131 2.571 0.01
C -1.048 -0.298 3.892 0.00
H -0.192 -2.843 5.838 0.00
H -1.198 -1.504 6.220 0.00
H 0.878 -3.111 3.635 0.00
H 1.013 -2.239 1.278 0.00
H -1.310 1.062 2.190 0.00
H -1.653 0.294 4.566 0.00
```

Computed, not measured: the molecule C18H32O2, with wB97M-V/def2-TZVPD.

As for the largest force on an atom: 0.68 eV/Å. For the LUMO energy, the calculation gives 1.0 eV. The value obtained for the energy is -23280.411 eV. Its energy above the lowest of the compared OMol25 structures with the same formula, charge and spin is 5.4 kcal/mol. As for the net charge: 0. As for the HOMO-LUMO gap: 9.932 eV. As for the SMILES: CCCCC/C=C\C/C=C\CCCCCCCC(=O)O.

Structure (XYZ):
```
52
Properties=species:S:1:pos:R:3:mulliken_charge:R:1
C 5.149 1.346 0.118 -1.21
C 5.445 -0.028 0.710 -0.52
C 4.192 -0.847 1.025 -0.52
C 3.477 -1.373 -0.219 -0.60
C 2.231 -2.182 0.158 -0.41
C 1.522 -2.679 -1.062 -0.53
C 0.274 -2.436 -1.433 -0.82
C -0.746 -1.595 -0.722 0.85
C -1.319 -0.587 -1.675 -0.32
C -2.589 -0.425 -2.020 -0.53
C -3.772 -1.203 -1.538 -0.69
C -4.817 -0.334 -0.825 -0.95
C -4.284 0.325 0.452 -0.41
C -3.686 1.707 0.194 -0.33
C -2.987 2.293 1.423 -1.14
C -1.627 1.663 1.720 -0.22
C -0.566 2.061 0.699 -0.49
C 0.753 1.383 0.948 0.42
O 0.987 0.592 1.825 -0.60
O 1.675 1.749 0.053 -0.51
H 6.078 1.881 -0.068 0.40
H 4.556 1.942 0.810 0.29
H 4.619 1.264 -0.828 0.33
H 6.014 0.107 1.633 0.35
H 6.075 -0.591 0.017 0.32
H 4.483 -1.704 1.638 0.44
H 3.499 -0.251 1.625 0.19
H 4.163 -2.006 -0.789 0.50
H 3.177 -0.551 -0.873 0.25
H 2.541 -3.044 0.758 0.33
H 1.579 -1.570 0.779 0.35
H 2.134 -3.309 -1.699 0.38
H -0.092 -2.877 -2.353 0.37
H -0.292 -1.075 0.123 -0.56
H -1.529 -2.248 -0.332 0.18
H -0.570 0.050 -2.132 0.37
H -2.835 0.345 -2.742 0.36
H -4.251 -1.667 -2.407 0.38
H -3.463 -2.004 -0.865 0.28
H -5.665 -0.976 -0.574 0.41
H -5.180 0.437 -1.508 0.36
H -5.097 0.429 1.175 0.43
H -3.531 -0.327 0.898 0.19
H -4.491 2.382 -0.107 0.39
H -2.983 1.646 -0.635 0.12
H -2.850 3.368 1.278 0.36
H -3.636 2.161 2.292 0.35
H -1.712 0.576 1.735 0.08
H -1.292 1.974 2.711 0.49
H -0.398 3.141 0.708 0.49
H -0.876 1.790 -0.312 0.16
H 2.514 1.281 0.214 0.21
```

Computed, not measured: a structure of composition C18H33AlN2O3PS, with wB97M-V/def2-TZVPD.

As for the largest force on an atom: 0.99 eV/Å. For the LUMO energy, the calculation gives 2.7 eV. The value obtained for the energy is -55051.586 eV. Its energy above the lowest of the compared OMol25 structures with the same formula, charge and spin is 0.0 kcal/mol. As for the net charge: -1. As for the HOMO-LUMO gap: 8.035 eV.

Structure (XYZ):
```
59
Properties=species:S:1:pos:R:3:mulliken_charge:R:1
O -2.971 -0.867 1.959 -0.63
P -2.585 -0.051 3.128 0.75
O -2.713 -0.825 4.528 -0.53
O -3.675 1.122 3.429 -0.59
C -0.994 0.667 3.072 -0.40
Al 0.569 -0.594 3.397 0.24
C 0.089 -2.501 3.083 -0.95
C -0.047 -2.653 1.566 -0.16
C -0.592 -3.986 1.058 -0.81
C -0.231 -4.213 -0.410 -0.97
C -0.637 -3.018 -1.270 0.45
C -0.785 -3.282 -2.765 -1.01
C -1.027 -1.963 -3.507 -0.89
C 0.173 -1.006 -3.405 -1.08
C -0.014 0.111 -2.353 -0.27
C -0.097 1.532 -2.932 -1.03
C 1.244 2.267 -2.874 -0.93
C 1.680 2.597 -1.446 -0.38
N 1.514 3.997 -1.067 0.28
C 1.900 4.474 0.149 -0.58
C 1.617 5.804 0.209 -0.56
C 1.021 6.156 -1.021 -0.52
C 0.973 5.027 -1.783 -0.38
N 1.303 -0.282 5.178 -0.38
C 2.440 0.065 5.261 0.37
S 3.982 0.474 5.419 -0.46
H -3.187 -0.307 5.185 0.30
H -3.974 1.446 2.572 0.31
H -0.980 1.519 3.755 0.45
H -0.886 1.060 2.058 0.05
H 1.717 -0.174 2.332 -0.36
H -0.848 -2.783 3.573 0.33
H 0.871 -3.160 3.472 0.53
H 0.948 -2.513 1.128 0.36
H -0.679 -1.845 1.192 -0.07
H -0.196 -4.798 1.673 0.34
H -1.682 -4.010 1.159 0.31
H 0.860 -4.311 -0.447 0.32
H -0.655 -5.138 -0.808 0.34
H 0.134 -2.255 -1.156 -0.25
H -1.556 -2.571 -0.882 0.33
H -1.600 -3.979 -2.962 0.43
H 0.154 -3.714 -3.125 0.32
H -1.286 -2.159 -4.550 0.33
H -1.904 -1.489 -3.060 0.45
H 0.410 -0.563 -4.373 0.59
H 1.040 -1.602 -3.112 0.45
H -0.921 -0.092 -1.786 0.43
H 0.797 0.074 -1.625 0.29
H -0.410 1.468 -3.977 0.44
H -0.851 2.129 -2.416 0.35
H 2.007 1.646 -3.346 0.35
H 1.190 3.169 -3.478 0.51
H 1.129 1.984 -0.734 0.32
H 2.733 2.348 -1.314 0.25
H 2.349 3.845 0.898 0.46
H 1.801 6.451 1.048 0.42
H 0.668 7.128 -1.318 0.42
H 0.576 4.888 -2.771 0.29
```